Molecular formula: C10H6BaF5N6O4
Method: DFT, ωB97M-V/def2-TZVPD

- E_HOMO (eV) = -5.863
- net charge = -1
- Kohn-Sham gap (eV) = 8.396
- E_tot (a.u.) = -1539.17420

Positions of all 32 atoms, in Å:
Ba -0.05 -0.10 -0.26
O 3.52 2.91 -0.77
C 2.43 2.34 -0.70
O 2.19 1.11 -0.48
C 1.17 3.21 -0.92
C 1.23 4.58 -1.13
C 0.05 5.27 -1.33
C -1.16 4.58 -1.33
C -1.13 3.21 -1.13
N 0.01 2.56 -0.92
C -2.41 2.35 -1.12
O -3.47 2.92 -1.35
O -2.21 1.12 -0.88
H 2.20 5.06 -1.12
H 0.06 6.34 -1.49
H -2.11 5.06 -1.49
N -1.17 -4.82 0.28
N -0.14 -4.17 -0.39
N 1.09 -4.61 -0.39
C 1.69 -3.66 -1.10
N 0.84 -2.72 -1.51
N -0.34 -3.07 -1.04
H -1.90 -4.12 0.40
H -0.80 -5.03 1.21
H 2.75 -3.66 -1.31
F -1.02 -0.71 2.57
C -0.28 -1.81 2.04
F 1.07 -1.39 2.26
C -0.47 -2.88 3.10
F 0.29 -3.98 2.81
F -1.76 -3.31 3.11
F -0.17 -2.55 4.36